[1]
22
Properties=species:S:1:pos:R:3:forces:R:3:lowdin_charge:R:1 method="wB97M-V/def2-TZVPD" smiles="C=CCC(F)(F)C1=[NH+]CCN1" relative_energy_kcal_mol=0.0 charge=+1 homo_lumo_gap_ev=9.23 homo_ev=-13.238 spin_multiplicity=1
C 2.062 3.209 0.330 0.3 0.3 -2.0 0.038
C 0.966 2.929 -0.379 0.5 -1.0 2.6 -0.131
C -0.064 1.799 -0.011 0.8 2.0 -1.3 -0.043
C 0.689 0.484 -0.162 -2.5 -0.8 0.1 -0.536
F 1.095 0.419 -1.438 0.2 -0.1 -1.0 0.129
F 1.723 0.229 0.580 2.0 0.5 1.8 0.176
C -0.177 -0.782 0.049 0.2 -1.0 -1.4 -0.119
N -0.210 -1.591 1.111 -1.3 1.1 0.4 0.123
C -1.334 -2.484 0.949 -1.5 -3.7 -1.0 -0.114
C -1.409 -2.606 -0.663 0.2 -2.1 0.6 -0.096
N -0.807 -1.326 -0.998 0.4 0.8 0.1 0.109
H 2.804 3.925 -0.068 -0.8 -0.1 0.3 0.086
H 2.446 2.637 1.118 0.1 -0.8 1.3 0.044
H 0.789 3.583 -1.160 -0.8 0.8 -1.8 0.076
H -0.612 2.128 0.892 0.5 -1.0 -0.1 0.142
H -0.780 1.779 -0.857 0.1 -0.1 0.6 0.133
H -0.010 -1.367 2.083 0.5 0.6 -0.5 0.181
H -2.350 -2.072 1.170 1.1 0.1 0.7 0.131
H -1.165 -3.523 1.554 -0.5 2.6 -1.7 0.184
H -0.724 -3.440 -1.042 -0.9 1.0 0.4 0.146
H -2.459 -2.786 -1.104 1.7 0.6 0.9 0.155
H -0.473 -1.144 -1.957 -0.4 0.3 0.8 0.187

[2]
19
Properties=species:S:1:pos:R:3:forces:R:3:lowdin_charge:R:1 method="wB97M-V/def2-TZVPD" charge=+1 homo_lumo_gap_ev=7.97 homo_ev=-12.660 spin_multiplicity=1
Zr 0.345 -0.681 -0.939 -0.9 -1.2 -2.3 1.049
S -1.671 -0.591 -2.517 -0.2 0.1 -0.1 0.126
S -0.979 -2.748 -0.293 0.0 -0.1 0.3 0.120
S -1.037 -2.557 -2.364 0.2 0.2 0.1 -0.128
S 1.004 -2.363 -2.732 0.1 -0.1 0.0 0.122
O 1.182 0.874 -2.364 0.2 0.1 0.0 -0.153
H 1.904 1.485 -2.159 0.0 0.0 0.0 0.112
H 1.094 0.817 -3.326 -0.1 -0.1 0.0 0.095
C 0.245 -0.182 2.510 0.1 0.1 0.0 -0.036
C 0.360 0.806 1.360 -0.3 0.0 0.5 -0.472
C -1.009 1.058 0.698 0.4 -0.1 0.1 -0.093
O 1.259 0.270 0.358 0.7 0.7 1.5 -0.383
H -0.505 0.152 3.227 0.0 0.0 0.0 0.100
H 1.197 -0.287 3.026 0.0 0.0 0.0 0.097
H -0.053 -1.165 2.140 -0.1 -0.1 0.0 0.059
H 0.772 1.741 1.731 0.1 0.1 -0.2 0.148
H -1.527 0.115 0.451 -0.1 0.1 0.1 0.035
H -0.915 1.679 -0.198 -0.1 0.1 0.0 0.087
H -1.667 1.576 1.390 -0.1 0.0 0.0 0.114

[3]
19
Properties=species:S:1:pos:R:3:forces:R:3:lowdin_charge:R:1 method="wB97M-V/def2-TZVPD" smiles="CC1=N[C@@H](O)N/C(=[NH+]/O)N1" relative_energy_kcal_mol=37.4 charge=+1 homo_lumo_gap_ev=10.74 homo_ev=-14.184 spin_multiplicity=1
C -1.676 2.134 -0.492 -2.4 -1.8 0.3 -0.007
C -0.637 1.199 0.003 1.3 -2.0 -1.0 -0.307
N 0.099 1.406 0.987 1.1 0.9 0.8 0.172
C 1.288 0.676 1.431 -1.4 -0.2 -2.3 -0.372
O 1.422 0.575 2.765 -1.1 -1.4 1.5 0.049
N 1.226 -0.681 0.735 -1.3 0.4 -0.7 0.190
C 0.491 -0.965 -0.323 -1.7 -1.7 -2.6 -0.200
N 0.645 -2.182 -1.171 -0.1 1.4 1.5 0.038
O -0.554 -2.411 -1.892 -0.1 -0.2 -0.1 -0.052
N -0.464 -0.109 -0.796 1.7 1.6 2.7 0.185
H -2.627 1.689 0.043 1.3 0.9 -1.3 0.137
H -1.814 2.017 -1.624 0.2 0.6 1.7 0.116
H -1.575 3.135 -0.048 0.3 -0.4 -0.7 0.099
H 2.218 1.094 0.975 -0.8 0.4 0.9 0.182
H 0.677 0.080 3.277 1.6 1.4 -1.7 0.186
H 1.890 -1.311 1.073 1.2 -1.4 0.3 0.142
H 0.916 -3.088 -0.740 -0.2 1.2 0.2 0.164
H -0.361 -2.843 -2.760 0.5 0.7 0.9 0.147
H -1.163 -0.415 -1.441 0.0 -0.4 -0.4 0.132

[4]
29
Properties=species:S:1:pos:R:3:forces:R:3:lowdin_charge:R:1 method="wB97M-V/def2-TZVPD" smiles="CC[C@H](C)[C@H](N)C(=O)NCC(=O)O" relative_energy_kcal_mol=13.8 charge=0 homo_lumo_gap_ev=9.64 homo_ev=-9.093 spin_multiplicity=1
C 2.236 2.416 0.616 -0.8 0.1 -0.5 -0.095
C 2.328 1.391 -0.504 0.4 -0.8 0.5 -0.235
C 2.536 -0.046 0.005 -1.8 0.0 -1.5 -0.311
C 2.813 -0.979 -1.215 0.0 0.1 -0.1 -0.062
C 1.262 -0.496 0.829 0.4 0.3 -0.7 -0.296
N 1.463 -1.788 1.430 -0.4 -0.6 -0.1 0.046
C 0.017 -0.571 -0.099 1.0 -1.5 -0.2 -0.422
O -0.194 -1.591 -0.765 -0.1 1.1 0.8 0.048
N -0.768 0.525 -0.155 0.6 0.5 0.5 0.070
C -1.978 0.494 -0.899 -0.8 -0.5 0.1 -0.072
C -3.237 0.205 -0.057 -0.4 0.0 -1.1 -0.505
O -4.351 0.150 -0.518 0.5 0.1 0.0 0.099
O -2.987 0.044 1.231 0.5 0.0 0.9 0.129
H 1.368 2.262 1.268 0.1 0.1 -0.2 0.058
H 3.098 2.389 1.255 0.5 0.0 0.2 0.073
H 2.159 3.403 0.175 0.0 0.3 0.1 0.072
H 3.144 1.638 -1.168 0.4 0.2 -0.2 0.105
H 1.446 1.353 -1.140 -0.2 0.3 0.0 0.102
H 3.357 -0.123 0.674 0.9 0.1 0.8 0.118
H 3.022 -2.019 -0.921 -0.2 0.3 0.0 0.076
H 3.690 -0.639 -1.800 -0.3 0.0 0.5 0.080
H 1.969 -0.980 -1.933 0.3 -0.1 0.5 0.082
H 1.014 0.230 1.605 0.3 0.2 0.0 0.123
H 1.184 -2.441 0.689 0.5 -0.2 0.6 0.073
H 2.425 -1.937 1.758 -0.7 0.1 -0.5 0.089
H -0.482 1.359 0.358 -0.3 -0.6 -0.2 0.148
H -2.158 1.422 -1.414 -0.1 0.4 -0.2 0.133
H -1.870 -0.295 -1.651 -0.3 0.1 0.1 0.139
H -3.826 -0.085 1.698 0.0 -0.1 -0.2 0.138

[5]
7
Properties=species:S:1:pos:R:3:forces:R:3:lowdin_charge:R:1 method="wB97M-V/def2-TZVPD" relative_energy_kcal_mol=93.8 charge=0 homo_lumo_gap_ev="8.38 / 8.39" homo_ev="-8.551 / -8.491" spin_multiplicity=1
C 0.253 -0.753 -1.561 0.0 0.2 -1.1 -0.102
C -0.126 0.539 0.790 -2.4 -1.0 0.1 -0.506
O 1.259 -0.717 -2.185 -1.4 -0.1 0.9 0.020
Br -1.979 0.744 0.678 0.0 0.1 -0.1 0.591
H -0.839 -0.726 -2.038 1.3 -0.1 0.6 0.092
H 0.151 0.049 1.670 0.9 -0.5 0.8 -0.029
H 0.397 1.043 0.077 1.6 1.4 -1.2 -0.066

[6]
75
Properties=species:S:1:pos:R:3:forces:R:3:lowdin_charge:R:1 method="wB97M-V/def2-TZVPD" relative_energy_kcal_mol=0.0 charge=0 homo_lumo_gap_ev="6.65 / 7.49" homo_ev="-6.193 / -7.508" spin_multiplicity=3
W -0.270 -0.056 -1.015 -2.8 -0.6 0.6 0.705
Si 0.512 -1.960 -2.342 1.0 -1.1 -0.6 0.343
P 0.759 1.522 -2.298 0.5 0.6 -1.6 0.539
N -2.078 0.152 -1.393 2.2 -0.1 0.3 -0.216
H 1.546 0.160 -0.534 -1.3 0.1 -0.1 -0.058
C 0.975 3.190 -1.638 0.2 0.6 -0.1 -0.257
H 1.357 3.840 -2.439 -0.1 0.0 0.2 0.049
H 1.686 3.193 -0.803 -0.2 0.0 -0.2 0.030
H 0.014 3.590 -1.290 0.2 -0.2 -0.1 0.044
C 2.343 1.112 -3.092 0.4 0.4 0.0 -0.245
H 2.726 2.019 -3.575 0.1 -0.2 -0.1 0.049
H 2.211 0.323 -3.839 -0.1 0.1 0.2 0.043
H 3.061 0.759 -2.345 -0.2 0.1 -0.2 0.017
C -0.324 1.776 -3.762 0.2 0.7 -0.3 -0.267
H 0.149 2.528 -4.413 -0.2 -0.2 0.0 0.044
H -1.312 2.141 -3.451 0.3 -0.2 0.0 0.039
H -0.450 0.845 -4.330 0.1 0.2 0.3 0.039
C 2.279 -2.656 -2.214 0.0 -0.1 0.1 -0.343
H 2.664 -2.626 -1.190 0.0 -0.1 -0.3 -0.014
H 2.957 -2.080 -2.853 0.0 -0.1 0.2 0.001
H 2.261 -3.697 -2.567 0.1 0.2 0.0 0.009
H -0.293 -3.206 -2.160 -0.3 0.1 -0.1 -0.096
H 0.462 -1.666 -3.810 -0.3 0.0 -0.2 -0.096
C -3.401 0.367 -1.608 -1.6 0.3 -0.1 -0.408
C -5.475 1.563 -1.078 0.1 -0.2 -0.2 -0.109
C -4.088 1.459 -0.992 0.4 -0.5 -0.1 -0.058
C -4.153 -0.533 -2.419 0.0 0.3 0.4 -0.039
C -5.545 -0.426 -2.506 0.6 0.7 0.4 -0.096
C -6.196 0.619 -1.821 -0.3 -0.2 -0.1 -0.117
H -5.993 2.383 -0.558 0.2 -0.4 -0.3 0.102
H -3.486 2.189 -0.425 -0.4 -0.4 -0.3 0.099
H -3.596 -1.321 -2.938 -0.3 0.2 0.3 0.107
H -6.107 -1.146 -3.102 0.1 0.3 0.2 0.098
H -7.290 0.690 -1.879 0.5 0.0 0.0 0.096
C 4.246 0.368 -0.087 -1.0 -2.0 -0.6 -0.474
O 3.505 -0.581 -0.390 2.3 2.0 0.7 -0.052
C 3.795 1.505 0.774 0.0 0.5 0.2 -0.027
H 4.406 2.396 0.578 -0.2 -0.2 0.1 0.084
H 3.941 1.234 1.830 -0.1 0.0 -0.2 0.102
H 2.740 1.731 0.605 0.1 -0.2 0.0 0.044
C 5.684 0.416 -0.528 0.0 0.0 -0.3 -0.017
H 6.010 1.448 -0.680 0.0 -0.2 0.0 0.078
H 5.827 -0.170 -1.437 0.0 0.0 0.1 0.089
H 6.307 -0.015 0.260 0.0 0.0 0.0 0.094
C -0.848 -3.293 0.833 -0.1 -0.2 -0.3 -0.142
C -1.259 -2.141 1.758 -0.2 0.2 0.3 -0.504
C -1.117 -2.590 3.229 -0.3 -0.1 0.0 -0.119
P -0.449 -0.495 1.326 0.1 -0.1 1.3 0.911
C -1.657 0.820 1.945 -0.1 -0.6 0.1 -0.520
C -2.392 0.450 3.243 -0.1 0.2 0.0 -0.114
C -1.009 2.206 2.046 0.0 0.2 -0.2 -0.113
C 1.104 -0.358 2.334 -0.3 0.3 0.3 -0.530
C 0.907 -0.057 3.828 0.2 0.0 0.2 -0.107
C 1.994 -1.579 2.136 0.4 -0.3 -0.3 -0.108
H 0.238 -3.357 0.679 -0.3 0.1 0.0 0.064
H -1.327 -3.234 -0.153 0.3 0.2 0.3 0.039
H -1.171 -4.245 1.280 0.1 0.2 -0.1 0.079
H -2.326 -1.920 1.575 0.3 -0.1 0.0 0.106
H -0.079 -2.800 3.502 -0.2 0.1 0.0 0.064
H -1.545 -1.881 3.947 0.2 -0.2 -0.2 0.053
H -1.675 -3.530 3.349 0.1 0.2 0.0 0.082
H -2.410 0.845 1.137 0.3 0.0 0.3 0.063
H -1.710 0.340 4.090 -0.1 0.0 -0.1 0.059
H -3.084 1.263 3.490 0.0 -0.1 0.0 0.079
H -2.996 -0.462 3.140 0.2 0.3 0.0 0.071
H -0.779 2.642 1.062 0.0 -0.3 0.2 0.056
H -1.715 2.886 2.538 0.1 -0.1 -0.1 0.080
H -0.085 2.202 2.635 -0.2 0.0 -0.1 0.057
H 1.620 0.498 1.876 -0.2 -0.2 0.1 0.056
H 0.360 -0.856 4.340 0.1 0.3 -0.1 0.059
H 1.899 0.005 4.296 -0.2 0.0 -0.1 0.081
H 0.407 0.900 4.017 0.1 -0.3 0.0 0.055
H 2.458 -1.554 1.140 -0.4 -0.2 0.3 0.048
H 2.812 -1.550 2.871 -0.1 0.0 -0.1 0.086
H 1.467 -2.532 2.267 0.2 0.3 0.0 0.055